# 1
The following is a quantum chemistry calculation of a structure of composition C19H39BGeIrN6O4PS4, from the OMol25 dataset.

Values from the calculation:
LUMO energy (spin up / spin down) = 0.088 / 0.086 hartree
⟨S²⟩ = 0.75
total charge = -1
spin multiplicity = 2
orbital gap (spin up / spin down) = 5.8 / 5.7 eV
energy above the lowest of the compared OMol25 structures with the same formula, charge and spin = 28.2 kcal per mole

Each line ends with the Mulliken spin population.
CARTESIAN COORDINATES (ANGSTROEM)
Ir1 0.423 -1.033 0.324  0.01
N1 1.043 -1.275 -1.672  0.00
N2 0.022 -0.899 -2.579  0.00
C1 -1.251 -0.579 -2.073  0.00
O1 -2.172 -0.490 -2.887  0.00
O2 -1.324 -0.356 -0.816  -0.02
H1 1.874 -0.728 -1.877  0.00
H2 1.327 -2.252 -1.761  0.00
H3 0.023 -1.369 -3.470  0.00
C2 -3.002 -1.047 1.636  0.00
N3 -2.615 0.137 2.385  0.02
C3 -3.470 1.139 2.794  0.01
C4 -2.725 2.032 3.479  0.00
N4 -1.420 1.595 3.478  0.01
B1 -0.239 2.320 4.182  -0.01
N5 0.889 2.567 3.086  0.02
C5 2.201 2.227 3.273  0.00
C6 2.820 2.240 2.066  0.00
N6 1.886 2.626 1.144  0.00
C7 2.031 2.502 -0.300  0.04
C8 0.717 2.803 1.788  0.00
S1 -0.678 3.613 1.109  0.15
C9 -1.360 0.432 2.793  -0.03
S2 0.053 -0.532 2.548  0.00
H4 -4.012 -1.326 1.937  0.00
H5 -2.304 -1.846 1.875  0.00
H6 -2.945 -0.858 0.566  0.00
H7 -4.522 1.113 2.570  0.00
H8 -3.002 2.954 3.958  0.00
H9 -0.628 3.364 4.648  0.00
H10 0.271 1.598 5.001  0.00
H11 2.560 1.917 4.237  0.00
H12 3.821 1.974 1.777  0.00
H13 3.091 2.495 -0.539  0.00
H14 1.541 3.341 -0.790  0.00
H15 1.569 1.559 -0.609  -0.02
C10 2.906 -2.502 3.887  0.00
C11 4.024 -2.210 2.902  0.00
C12 3.953 -0.809 2.331  0.00
O3 4.064 -3.238 1.895  0.00
P1 3.292 -3.331 0.479  0.00
S3 4.138 -2.235 -0.912  0.00
S4 1.274 -3.185 0.678  0.00
O4 3.628 -4.867 0.142  0.00
C13 3.629 -6.018 1.006  0.00
C14 4.992 -6.166 1.661  0.00
C15 2.492 -6.051 2.012  0.00
H16 2.900 -1.751 4.680  0.00
H17 3.046 -3.486 4.339  0.00
H18 1.939 -2.479 3.387  0.00
H19 4.987 -2.330 3.408  0.00
H20 3.014 -0.651 1.791  0.00
H21 4.785 -0.624 1.650  0.00
H22 3.995 -0.105 3.165  0.00
H23 3.489 -6.845 0.305  0.00
H24 5.170 -5.347 2.356  0.00
H25 5.777 -6.155 0.904  0.00
H26 5.040 -7.113 2.204  0.00
H27 2.598 -5.262 2.755  0.00
H28 2.509 -7.017 2.522  0.00
H29 1.529 -5.926 1.521  0.00
C16 -4.210 1.627 -1.048  0.04
Ge1 -2.719 2.873 -1.212  0.00
C17 -2.031 2.845 -3.041  0.04
C18 -3.320 4.698 -0.789  0.00
C19 -1.313 2.435 0.043  0.56
H30 -5.038 1.959 -1.676  0.00
H31 -4.554 1.568 -0.016  -0.01
H32 -3.880 0.644 -1.386  -0.01
H33 -2.743 3.336 -3.709  0.00
H34 -1.898 1.813 -3.365  -0.01
H35 -1.078 3.373 -3.102  0.00
H36 -4.196 4.946 -1.391  0.00
H37 -2.539 5.428 -1.008  0.00
H38 -3.591 4.791 0.264  0.00
H39 -0.826 1.466 0.040  0.20

---

# 2
The following is a quantum chemistry calculation of a structure of composition C19H39ClO4SSb, from the OMol25 dataset.

Values from the calculation:
LUMO energy = 0.058 hartree
total charge = -1
orbital gap = 5.6 eV
energy above the lowest of the compared OMol25 structures with the same formula, charge and spin = 130.8 kcal per mole

Each line ends with the natural charge from an NBO analysis.
CARTESIAN COORDINATES (ANGSTROEM)
C1 1.184 -1.160 3.424  -0.40
C2 1.118 -1.039 2.111  0.03
C3 1.049 -0.700 0.584  -0.95
Sb1 -0.777 0.121 -0.325  2.04
O1 -2.382 0.874 -1.356  -1.11
C4 -1.021 1.833 1.064  -0.81
C5 0.024 2.122 2.203  -0.43
C6 1.527 2.528 1.813  -0.42
C7 2.487 2.312 3.130  -0.60
S1 4.195 1.702 2.649  1.91
O2 5.196 2.585 3.409  -0.90
O3 4.506 1.870 1.180  -0.87
Cl1 4.544 -0.276 3.230  -0.18
C8 0.476 1.563 -1.531  -0.46
O4 -0.300 2.155 -2.649  -0.58
C9 -0.262 3.601 -2.578  -0.05
C10 -1.262 4.276 -3.675  -0.64
C11 -0.594 -1.396 -1.912  -0.82
C12 0.403 -1.134 -3.132  -0.23
C13 1.929 -1.543 -2.721  -0.63
C14 -0.002 -2.255 -4.274  -0.62
C15 -2.203 -1.148 0.880  -0.57
C16 -2.163 -0.997 2.458  -0.64
C17 -2.316 -2.681 0.402  -0.42
C18 -1.131 -3.668 0.877  -0.42
C19 -1.468 -4.467 2.277  -0.63
H1 1.138 -1.062 4.577  0.26
H2 1.951 -0.020 0.285  0.25
H3 1.284 -1.699 0.022  0.25
H4 -3.111 1.074 -0.724  0.45
H5 -2.074 1.689 1.553  0.21
H6 -1.144 2.800 0.418  0.21
H7 -0.061 1.294 3.022  0.22
H8 -0.377 3.066 2.778  0.18
H9 1.527 3.684 1.651  0.21
H10 1.960 2.075 0.862  0.26
H11 2.650 3.356 3.623  0.27
H12 1.990 1.656 3.931  0.27
H13 1.473 1.103 -1.867  0.17
H14 0.761 2.492 -0.880  0.17
H15 0.814 3.935 -2.854  0.16
H16 -0.606 4.018 -1.546  0.16
H17 -1.839 3.510 -4.302  0.23
H18 -0.625 4.999 -4.321  0.19
H19 -2.017 4.952 -3.108  0.20
H20 -1.656 -1.599 -2.340  0.23
H21 -0.259 -2.416 -1.449  0.20
H22 0.315 -0.138 -3.686  0.23
H23 2.398 -0.862 -1.927  0.21
H24 2.582 -1.705 -3.660  0.20
H25 1.843 -2.597 -2.223  0.19
H26 0.079 -3.333 -3.878  0.20
H27 -1.081 -2.019 -4.601  0.21
H28 0.669 -2.071 -5.209  0.19
H29 -3.243 -0.699 0.574  0.20
H30 -1.864 0.000 2.917  0.21
H31 -3.234 -1.237 2.866  0.18
H32 -1.487 -1.810 2.952  0.21
H33 -2.624 -2.814 -0.714  0.23
H34 -3.262 -3.086 0.970  0.18
H35 -1.089 -4.517 0.073  0.19
H36 -0.082 -3.211 0.898  0.22
H37 -0.697 -4.043 3.044  0.21
H38 -1.208 -5.573 2.119  0.20
H39 -2.552 -4.275 2.617  0.21

---

# 3
The following is a quantum chemistry calculation of a cluster of 3 separate species, C19H40BF3N5O8 in total, from the OMol25 dataset.

Values from the calculation:
LUMO energy = -0.120 hartree
total charge = +1
orbital gap = 7.7 eV
energy above the lowest of the compared OMol25 structures with the same formula, charge and spin = 252.2 kcal per mole

Each line ends with the Mulliken charge.
CARTESIAN COORDINATES (ANGSTROEM)
C1 4.026 -4.575 -2.363  -1.02
N1 2.908 -3.567 -2.288  0.02
C2 2.299 -3.204 -3.625  0.30
C3 2.606 -3.695 -5.157  -0.45
C4 2.294 -2.579 -6.321  -0.43
O1 3.461 -1.692 -6.453  -0.53
N2 1.187 -2.205 -3.368  -0.41
C5 1.247 -2.108 -1.851  0.07
N3 0.326 -1.299 -1.236  0.50
C6 0.144 -1.058 0.235  -0.64
C7 -1.328 -0.503 0.709  -0.02
C8 -2.546 -1.640 0.556  0.32
O2 -3.794 -1.333 0.156  -0.50
O3 -2.265 -3.080 0.840  -0.47
B1 -0.587 -0.578 -2.264  0.21
N4 -1.820 -1.200 -2.895  -0.49
O4 -0.146 0.810 -2.607  -0.52
N5 2.318 -2.914 -1.181  0.40
C9 2.783 -3.108 0.230  -0.80
C10 3.501 -1.766 0.913  -0.46
C11 4.615 -1.053 -0.073  0.84
F1 5.254 -1.970 -1.045  -0.24
F2 4.112 0.182 -0.739  -0.24
F3 5.726 -0.601 0.846  -0.27
H1 3.926 -5.312 -3.296  0.40
H2 5.100 -4.092 -2.468  0.30
H3 4.039 -5.286 -1.416  0.36
H4 1.865 -4.606 -5.372  0.33
H5 3.713 -4.070 -5.233  0.34
H6 1.311 -1.951 -6.147  0.27
H7 2.129 -3.169 -7.336  0.30
H8 3.249 -0.788 -6.028  0.34
H9 0.916 -0.196 0.532  0.24
H10 0.334 -2.015 0.922  0.08
H11 -1.626 0.549 0.295  0.29
H12 -1.239 -0.355 1.892  0.06
H13 -2.277 -3.589 -0.046  0.37
H14 -1.959 -2.190 -2.585  0.25
H15 -2.617 -0.579 -2.615  0.28
H16 -0.163 1.397 -1.776  0.35
H17 1.896 -3.525 0.912  0.36
H18 3.623 -3.953 0.316  0.39
H19 2.733 -1.024 1.394  0.05
H20 4.130 -2.206 1.828  0.40
C12 0.314 0.620 4.770  -0.92
O5 0.015 1.152 3.484  -0.11
C13 -0.578 2.452 3.563  -0.23
C14 0.443 3.549 3.244  -0.58
O6 1.452 3.627 4.253  -0.39
C15 2.669 3.009 3.849  -0.55
H21 0.955 -0.257 4.638  0.24
H22 0.841 1.341 5.398  0.38
H23 -0.610 0.305 5.263  0.29
H24 -1.038 2.615 4.544  0.38
H25 -1.374 2.484 2.810  0.15
H26 -0.072 4.516 3.231  0.37
H27 0.890 3.394 2.252  0.30
H28 3.177 3.639 3.113  0.33
H29 2.500 2.014 3.427  0.12
H30 3.312 2.908 4.726  0.26
C16 -5.090 2.399 -0.910  -0.66
O7 -6.053 2.857 0.033  -0.39
C17 -5.763 2.411 1.361  -0.30
C18 -5.129 3.528 2.196  -0.54
O8 -3.827 3.863 1.710  -0.22
C19 -3.829 5.060 0.941  -0.83
H31 -5.239 2.945 -1.846  0.32
H32 -4.068 2.572 -0.567  0.22
H33 -5.240 1.332 -1.102  0.31
H34 -5.126 1.520 1.345  0.12
H35 -6.720 2.131 1.817  0.38
H36 -5.004 3.171 3.224  0.38
H37 -5.777 4.414 2.225  0.34
H38 -3.943 5.924 1.602  0.29
H39 -4.627 5.062 0.193  0.37
H40 -2.870 5.140 0.424  0.23

---

# 4
The following is a quantum chemistry calculation of a cluster of 3 separate species, C19H40N3O4S in total, from the OMol25 dataset.

Values from the calculation:
LUMO energy (spin up / spin down) = 0.079 / 0.047 hartree
⟨S²⟩ = 2.01
total charge = -1
spin multiplicity = 3
orbital gap (spin up / spin down) = 6.1 / 5.2 eV
energy above the lowest of the compared OMol25 structures with the same formula, charge and spin = 74.2 kcal per mole

Each line ends with the natural charge from an NBO analysis.
CARTESIAN COORDINATES (ANGSTROEM)
C1 3.649 0.744 6.218  -0.87
S1 1.775 0.558 6.025  2.05
N1 1.074 2.054 6.610  -1.18
O1 1.349 -0.596 6.968  -0.99
O2 1.361 0.166 4.586  -1.00
H1 3.968 0.217 7.215  0.24
H2 3.964 1.892 6.302  0.23
H3 4.122 0.250 5.255  0.23
H4 1.432 2.801 5.962  0.31
C2 -3.448 3.293 0.063  -0.63
C3 -1.997 2.725 0.118  0.10
C4 -1.938 1.283 -0.469  -0.40
C5 -2.437 0.190 0.469  -0.41
C6 -1.753 0.298 1.826  -0.43
C7 -1.923 1.702 2.460  0.12
N2 -1.497 2.809 1.532  -0.05
O3 -0.093 2.810 1.492  -0.33
C8 -3.408 1.875 2.881  -0.63
C9 -1.154 1.736 3.820  -0.62
C10 -1.204 3.634 -0.883  -0.60
H5 -3.824 3.606 1.038  0.23
H6 -3.515 4.198 -0.550  0.21
H7 -4.157 2.568 -0.352  0.20
H8 -0.901 1.040 -0.738  0.20
H9 -2.510 1.233 -1.406  0.20
H10 -3.523 0.244 0.573  0.19
H11 -2.219 -0.791 0.031  0.20
H12 -2.158 -0.473 2.494  0.22
H13 -0.687 0.060 1.709  0.23
H14 -3.583 2.872 3.305  0.21
H15 -3.685 1.145 3.652  0.22
H16 -4.115 1.724 2.064  0.19
H17 -0.092 1.492 3.711  0.28
H18 -1.566 1.001 4.523  0.22
H19 -1.233 2.723 4.293  0.21
H20 -1.146 4.668 -0.524  0.22
H21 -1.695 3.651 -1.866  0.20
H22 -0.182 3.275 -1.059  0.22
C11 -0.660 -2.983 -2.616  -0.63
C12 0.778 -2.811 -2.040  0.10
C13 1.017 -1.348 -1.559  -0.42
C14 1.309 -0.349 -2.673  -0.41
C15 2.429 -0.862 -3.569  -0.42
C16 2.126 -2.269 -4.143  0.12
N3 1.771 -3.265 -3.070  -0.05
O4 2.959 -3.607 -2.402  -0.34
C17 0.976 -2.141 -5.179  -0.63
C18 3.343 -2.733 -5.007  -0.60
C19 0.768 -3.696 -0.745  -0.60
H23 -0.670 -3.361 -3.640  0.22
H24 -1.245 -3.720 -2.056  0.22
H25 -1.224 -2.044 -2.601  0.21
H26 1.867 -1.326 -0.864  0.22
H27 0.150 -0.993 -0.985  0.22
H28 0.404 -0.150 -3.252  0.19
H29 1.607 0.609 -2.232  0.22
H30 2.592 -0.145 -4.385  0.21
H31 3.366 -0.878 -2.996  0.22
H32 0.703 -3.122 -5.587  0.21
H33 1.279 -1.513 -6.027  0.21
H34 0.074 -1.678 -4.776  0.21
H35 4.282 -2.744 -4.443  0.23
H36 3.504 -2.055 -5.855  0.21
H37 3.176 -3.737 -5.417  0.21
H38 0.656 -4.759 -0.989  0.21
H39 -0.069 -3.417 -0.090  0.22
H40 1.678 -3.576 -0.146  0.23

---

# 5
The following is a quantum chemistry calculation of a structure of composition C19H40P2Pb, from the OMol25 dataset.

Values from the calculation:
LUMO energy (spin up / spin down) = -0.303 / -0.312 hartree
total charge = +2
orbital gap (spin up / spin down) = 5.8 / 5.1 eV
energy above the lowest of the compared OMol25 structures with the same formula, charge and spin = 0.0 kcal per mole

Each line ends with the Mulliken charge.
CARTESIAN COORDINATES (ANGSTROEM)
P1 -0.531 3.302 -1.970  1.51
P2 -2.087 0.663 -2.940  1.50
C1 -1.291 3.269 -3.637  -1.36
C2 -2.456 2.285 -3.726  -1.44
H1 -0.487 3.048 -4.359  0.49
H2 -1.655 4.289 -3.801  0.65
H3 -3.380 2.660 -3.253  0.50
H4 -2.663 2.034 -4.773  0.62
C3 -1.233 -0.110 -4.361  -1.56
H5 -1.111 -1.186 -4.194  0.39
H6 -0.259 0.362 -4.539  0.38
H7 -1.893 0.068 -5.216  0.55
C4 -3.762 -0.034 -3.029  -1.31
H8 -4.038 0.023 -4.092  0.45
H9 -4.426 0.596 -2.417  0.43
H10 -3.749 -1.072 -2.669  0.39
C5 0.915 4.324 -2.319  -1.27
H11 1.459 4.517 -1.384  0.40
H12 0.519 5.253 -2.756  0.46
H13 1.550 3.789 -3.043  0.42
C6 -1.715 4.438 -1.158  -1.59
H14 -2.694 3.957 -1.031  0.43
H15 -1.802 5.292 -1.840  0.55
H16 -1.321 4.762 -0.187  0.42
Pb1 2.043 -1.772 3.102  0.98
C7 -1.174 -1.044 0.060  -0.45
C8 -0.147 -1.187 -0.799  -0.23
C9 0.607 -0.151 -1.594  0.58
C10 1.823 0.464 -0.872  -0.96
C11 1.474 1.309 0.322  -0.46
C12 0.284 1.661 0.850  -0.37
C13 -1.089 1.481 0.271  0.36
C14 -1.806 0.184 0.672  -1.19
C15 2.742 -0.512 4.793  -1.28
H17 -1.596 -1.984 0.473  0.46
H18 0.303 -2.201 -0.893  0.33
H19 -0.037 0.706 -1.893  -1.27
H20 0.920 -0.593 -2.555  0.59
H21 2.490 -0.359 -0.595  0.43
H22 2.397 1.086 -1.568  0.45
H23 2.372 1.608 0.909  0.46
H24 0.286 2.062 1.884  0.37
H25 -1.057 1.426 -0.839  -1.68
H26 -1.708 2.360 0.521  0.64
H27 -1.805 0.135 1.762  0.49
H28 -2.851 0.220 0.363  0.45
H29 2.240 -0.785 5.731  0.38
H30 2.521 0.535 4.503  0.41
H31 3.836 -0.673 4.833  0.42
C16 2.812 -5.218 3.143  -1.32
C17 1.669 -4.835 4.077  0.56
C18 2.152 -4.496 5.495  -1.21
C19 0.828 -3.682 3.492  -1.24
H32 3.509 -4.390 2.947  0.24
H33 2.418 -5.554 2.170  0.37
H34 3.386 -6.058 3.556  0.40
H35 0.986 -5.700 4.143  0.32
H36 2.543 -3.472 5.582  0.19
H37 1.313 -4.587 6.194  0.36
H38 2.918 -5.205 5.817  0.39
H39 0.019 -3.374 4.159  0.55
H40 0.488 -3.938 2.476  0.45

---

# 6
The following is a quantum chemistry calculation of a cluster of 4 separate species, C19H41BBr6NO3Si in total, from the OMol25 dataset.

Values from the calculation:
LUMO energy (spin up / spin down) = 0.018 / 0.013 hartree
⟨S²⟩ = 0.75
total charge = 0
spin multiplicity = 2
orbital gap (spin up / spin down) = 8.8 / 9.4 eV
energy above the lowest of the compared OMol25 structures with the same formula, charge and spin = 3.4 kcal per mole

Each line ends with the Mulliken spin population.
CARTESIAN COORDINATES (ANGSTROEM)
C1 1.663 -2.397 -0.137  0.01
C2 0.819 -1.400 0.666  -0.06
C3 0.288 -2.161 1.902  0.03
C4 -0.287 -0.897 -0.270  0.03
C5 -0.934 0.489 0.044  -0.03
C6 -0.875 1.315 -1.278  0.01
B1 0.537 1.965 -1.586  0.01
O1 0.692 3.320 -1.407  0.00
O2 1.603 1.241 -2.094  0.00
Si1 -2.781 0.236 0.432  0.00
C7 -3.615 1.907 0.592  0.00
C8 -3.618 -0.704 -0.958  0.00
C9 -3.055 -0.674 2.064  0.00
C10 -0.345 1.241 1.265  0.03
C11 1.112 0.939 1.725  -0.04
C12 1.128 0.746 3.252  0.02
C13 2.017 2.140 1.461  0.00
N1 1.697 -0.268 1.059  0.53
O3 2.688 -0.052 0.277  0.43
H1 2.582 -2.647 0.389  0.00
H2 1.912 -2.015 -1.124  0.01
H3 1.066 -3.299 -0.275  0.00
H4 0.738 -3.150 1.936  0.00
H5 -0.788 -2.307 1.826  0.00
H6 0.543 -1.681 2.839  -0.01
H7 0.143 -0.854 -1.269  0.02
H8 -1.056 -1.674 -0.287  -0.01
H9 -1.103 0.607 -2.082  0.00
H10 -1.650 2.082 -1.332  0.00
H11 1.455 3.562 -0.873  0.00
H12 1.930 0.558 -1.485  0.01
H13 -4.615 1.754 1.003  0.00
H14 -3.070 2.576 1.262  0.00
H15 -3.727 2.398 -0.375  0.00
H16 -4.703 -0.625 -0.880  0.00
H17 -3.286 -0.346 -1.933  0.00
H18 -3.368 -1.766 -0.897  0.00
H19 -3.746 -0.104 2.688  0.00
H20 -3.502 -1.655 1.892  0.00
H21 -2.145 -0.813 2.647  0.00
H22 -1.000 1.112 2.129  0.00
H23 -0.385 2.308 1.036  0.00
H24 0.957 1.718 3.716  0.00
H25 2.101 0.386 3.586  -0.01
H26 0.329 0.096 3.602  0.00
H27 1.527 3.036 1.840  0.00
H28 2.222 2.268 0.404  0.01
H29 2.977 2.006 1.956  0.00
Br1 -6.476 3.625 -1.787  0.00
C14 -5.742 4.309 -3.450  0.00
C15 -5.042 3.236 -4.240  0.00
Br2 -3.323 2.769 -3.466  0.00
H30 -5.073 5.121 -3.184  0.00
H31 -6.588 4.698 -4.012  0.00
H32 -4.830 3.587 -5.247  0.00
H33 -5.621 2.319 -4.288  0.00
Br3 3.197 -3.881 3.178  0.00
C16 2.349 -5.627 3.222  0.00
C17 3.035 -6.610 2.313  0.00
Br4 2.638 -6.267 0.443  0.00
H34 1.308 -5.476 2.949  0.00
H35 2.410 -5.960 4.256  0.00
H36 2.681 -7.619 2.514  0.00
H37 4.115 -6.573 2.414  0.00
Br5 6.969 0.028 -2.124  0.00
C18 5.076 0.218 -2.528  0.00
C19 4.699 1.642 -2.842  0.00
Br6 4.629 2.726 -1.237  0.00
H38 4.535 -0.163 -1.666  0.01
H39 4.893 -0.417 -3.392  0.00
H40 3.693 1.676 -3.254  0.00
H41 5.398 2.123 -3.519  0.00

---

- Which formula does entry 6 have?
  C19H41BBr6NO3Si